Record 1
Below is a structure of composition C45H49BrF6FeN3O6S2Si at a distorted geometry, with properties calculated with ωB97M-V with the def2-TZVPD basis set.

## Properties
energy: -7882.914180 hartree
E_HOMO (alpha / beta): -4.69 / -4.95 eV
energy relative to the best compared isomer or geometry (same formula, charge and spin): 147.3 kJ/mol
<S²>: 6.01
net charge: -1
multiplicity: 5

Each line ends with the Mulliken charge.
CARTESIAN COORDINATES (ANGSTROEM)
Fe -0.17 0.18 0.07  1.93
C 6.14 4.43 -1.69  -1.67
C 6.42 3.42 -0.58  0.53
C 7.58 2.51 -0.98  -1.08
C 7.92 1.56 0.17  -1.13
C 6.69 0.79 0.54  0.96
C 6.80 -0.44 1.14  -0.92
C 5.66 -1.18 1.45  -0.10
F 5.81 -2.37 2.07  -0.39
C 4.41 -0.72 1.10  0.26
C 4.29 0.52 0.48  0.72
C 2.96 0.93 0.00  0.31
O 2.05 0.09 -0.10  -1.14
C 2.87 2.31 -0.35  0.35
C 3.99 3.05 -0.46  -1.03
N 5.26 2.58 -0.29  0.41
C 5.42 1.32 0.24  -0.73
C 1.50 2.98 -0.61  -0.25
O 1.54 4.16 -0.94  -0.80
O 0.49 2.25 -0.43  -0.16
H 7.09 4.81 -2.06  0.46
H 5.56 5.28 -1.33  0.44
H 5.61 3.96 -2.51  0.33
H 6.69 3.96 0.34  0.12
H 8.45 3.11 -1.24  0.38
H 7.28 1.93 -1.85  0.32
H 8.29 2.13 1.03  0.34
H 8.71 0.87 -0.13  0.43
H 7.77 -0.85 1.37  0.49
H 3.52 -1.28 1.30  0.27
H 3.88 4.09 -0.73  0.63
N -4.61 -4.16 -2.61  -0.68
C -4.23 -3.63 -1.67  -0.31
C -3.74 -3.01 -0.50  0.28
C -4.44 -3.05 0.70  -0.32
C -3.87 -2.44 1.81  -1.52
C -2.63 -1.81 1.68  -0.74
N -1.98 -1.76 0.53  1.85
C -2.51 -2.34 -0.54  -0.76
H -5.40 -3.53 0.76  0.57
H -4.38 -2.44 2.76  0.47
H -2.15 -1.32 2.51  0.49
H -1.97 -2.25 -1.47  0.61
C 2.90 -4.28 2.20  -2.47
C 1.59 -4.90 1.72  2.99
C 1.61 -6.37 2.13  -1.92
C 0.47 -4.18 2.49  -1.94
Si 1.36 -4.68 -0.21  -0.90
Br 0.77 -2.41 -0.64  -0.11
C -0.15 -5.73 -0.92  2.83
C 0.22 -7.20 -1.15  -1.89
C -1.34 -5.69 0.04  -1.95
C -0.65 -5.16 -2.25  -1.65
C 3.02 -4.84 -1.26  2.79
C 3.78 -6.14 -0.99  -1.82
C 3.96 -3.67 -0.97  -2.20
C 2.68 -4.77 -2.75  -2.12
H 2.96 -4.34 3.28  0.68
H 2.96 -3.23 1.92  0.27
H 3.76 -4.80 1.79  0.38
H 1.82 -6.45 3.19  0.51
H 2.38 -6.91 1.59  0.34
H 0.65 -6.85 1.94  0.36
H 0.64 -4.31 3.56  0.59
H -0.51 -4.59 2.27  0.34
H 0.46 -3.12 2.28  0.16
H 0.59 -7.66 -0.24  0.33
H 0.99 -7.29 -1.91  0.34
H -0.66 -7.75 -1.48  0.53
H -1.14 -6.26 0.95  0.27
H -2.21 -6.13 -0.43  0.67
H -1.58 -4.67 0.31  0.04
H 0.09 -5.24 -3.03  0.33
H -0.92 -4.11 -2.15  0.21
H -1.54 -5.70 -2.57  0.57
H 4.11 -6.20 0.04  0.30
H 4.66 -6.18 -1.63  0.53
H 3.16 -7.01 -1.20  0.32
H 4.34 -3.70 0.04  0.21
H 3.46 -2.72 -1.13  0.33
H 4.82 -3.72 -1.64  0.66
H 2.18 -5.67 -3.09  0.41
H 3.60 -4.66 -3.33  0.60
H 2.06 -3.90 -2.95  0.34
C 2.56 6.32 1.62  -1.75
C 1.76 5.10 1.95  1.31
C 2.36 3.95 2.45  -0.55
C 1.63 2.79 2.66  -0.68
C 0.29 2.78 2.36  0.22
C -0.34 3.92 1.90  -0.77
C 0.39 5.07 1.69  -0.99
S -0.65 1.28 2.54  1.29
O -1.22 1.28 3.87  -0.81
O -1.67 1.26 1.47  -0.34
O 0.29 0.16 2.31  -0.63
H 3.52 6.31 2.12  0.37
H 2.01 7.22 1.89  0.48
H 2.71 6.35 0.54  0.22
H 3.42 3.96 2.67  0.28
H 2.10 1.89 3.03  0.49
H -1.40 3.88 1.68  0.56
H -0.10 5.95 1.30  0.40
F -5.04 4.19 1.22  -0.36
C -4.31 3.35 0.47  0.78
C -4.62 2.00 0.41  0.29
F -5.66 1.51 1.11  -0.38
C -3.86 1.15 -0.37  0.27
F -4.22 -0.14 -0.42  -0.32
C -2.74 1.59 -1.09  0.27
S -1.73 0.47 -1.92  -0.53
C -2.50 2.97 -1.08  0.27
F -1.55 3.49 -1.87  -0.49
C -3.25 3.83 -0.30  0.04
F -2.97 5.15 -0.25  -0.43

Record 2
Below is a structure of composition C4H9N5 at a distorted geometry, with properties calculated with ωB97M-V with the def2-TZVPD basis set.

## Properties
energy: -431.430106 hartree
E_HOMO: -8.49 eV
energy relative to the best compared isomer or geometry (same formula, charge and spin): 465.2 kJ/mol
multiplicity: 1

Each line ends with the natural charge from an NBO analysis.
CARTESIAN COORDINATES (ANGSTROEM)
C -1.45 0.34 -1.04  0.23
C 0.35 -0.89 0.06  0.32
C 0.59 -2.11 0.57  -0.51
C 1.73 1.06 -0.31  0.28
H -1.85 0.50 1.85  0.36
H -2.57 -0.75 0.95  0.37
H -0.90 -0.01 -1.99  0.23
H -2.61 1.48 0.39  0.30
H 1.61 -2.53 0.64  0.22
H -0.34 -2.37 1.33  0.24
H 2.23 -0.68 -1.11  0.43
H 0.91 1.78 0.14  0.17
H 3.16 2.42 -0.57  0.36
N -1.66 -0.41 1.33  -0.62
N -0.89 -0.23 0.14  -0.34
N -2.49 1.14 -0.90  -0.65
N 1.34 -0.17 -0.73  -0.65
N 2.85 1.43 -0.73  -0.72

Which of these has the highest multiplicity? C45H49BrF6FeN3O6S2Si